The following is a quantum chemistry calculation of 4 unconnected molecules or ions with the total composition C35H35ClF6O4, from the Open Molecules 2025 dataset.

```
81
Properties=species:S:1:pos:R:3
C 1.52 1.93 3.24
C 1.72 2.39 1.70
O 2.98 3.07 1.46
C 3.94 2.22 0.78
C 3.79 2.27 -0.85
C 2.98 0.96 -1.30
C 1.61 0.95 -1.78
C 0.87 2.37 -1.87
C -0.48 2.36 -2.76
C -1.75 2.38 -1.77
C -2.92 1.35 -2.15
F -3.07 0.35 -1.11
F -2.84 0.80 -3.46
C -4.31 2.21 -2.12
F -4.46 3.01 -0.97
F -5.43 1.32 -2.24
F -4.29 2.99 -3.34
C 0.97 -0.46 -2.12
O -0.28 -0.69 -2.21
C 1.90 -1.77 -2.35
C 1.34 -3.13 -3.03
C 0.91 -4.09 -1.81
O 1.51 -4.07 -0.70
F -0.16 -5.05 -1.90
C 3.25 -1.76 -1.91
Cl 4.41 -3.19 -2.07
C 3.79 -0.44 -1.19
O 4.88 -0.46 -0.54
H 0.45 1.49 3.30
H 1.55 2.79 3.99
H 2.23 1.07 3.54
H 0.86 3.13 1.44
H 1.59 1.43 1.06
H 3.74 1.13 1.10
H 5.04 2.46 1.06
H 3.35 3.26 -1.22
H 4.85 2.19 -1.30
H 1.60 3.09 -2.40
H 0.70 2.81 -0.81
H -0.49 3.35 -3.36
H -0.44 1.47 -3.48
H -2.10 3.48 -1.68
H -1.37 2.07 -0.72
H 0.45 -2.95 -3.73
H 2.15 -3.67 -3.64
C -4.09 -2.79 1.52
C -4.91 -3.37 2.49
C -6.27 -3.10 2.49
C -6.82 -2.25 1.53
C -5.99 -1.67 0.57
C -4.63 -1.94 0.57
H -3.02 -3.01 1.51
H -4.48 -4.03 3.23
H -6.91 -3.55 3.24
H -7.88 -2.04 1.54
H -6.42 -1.00 -0.17
H -3.99 -1.49 -0.18
C 4.58 8.65 1.57
C 4.69 7.93 0.39
C 4.31 6.59 0.35
C 3.82 5.98 1.49
C 3.72 6.70 2.68
C 4.10 8.03 2.72
H 4.88 9.70 1.60
H 5.08 8.41 -0.51
H 4.39 6.03 -0.58
H 3.51 4.93 1.46
H 3.34 6.21 3.58
H 4.02 8.60 3.65
C -2.26 -6.67 0.08
C -3.16 -7.59 0.61
C -2.70 -8.74 1.24
C -1.33 -8.98 1.34
C -0.42 -8.07 0.80
C -0.89 -6.92 0.17
H -2.62 -5.77 -0.40
H -4.23 -7.41 0.54
H -3.40 -9.45 1.66
H -0.97 -9.88 1.83
H 0.64 -8.26 0.86
H -0.19 -6.21 -0.25
```

Summary:
DFT total energy (Eh): -2714.8001
Orbital gap (eV): 6.85
SMILES string: CCOCCC1=C(CCCC(F)(F)C(F)(F)F)C(=O)C(CC(=O)F)=C(Cl)C1=O.c1ccccc1.c1ccccc1.c1ccccc1
F_max (hartree/bohr): 0.1241